(1)
Entry from the Open Molecules 2025 dataset: a structure of composition C17H15N4OPdS (ωB97M-V/def2-TZVPD).

Last column: Mulliken charge in e.
Element x y z (Å)
Pd 0.888 -1.341 0.315  0.59
C -0.159 1.392 -2.974  -1.33
C 0.197 0.251 -2.073  0.72
N 0.380 0.414 -0.810  0.48
N 0.289 1.528 -0.131  -0.88
C 0.603 1.411 1.162  0.70
O 0.996 0.329 1.705  -0.91
C 0.493 2.630 1.984  0.60
C 0.777 2.529 3.349  -0.51
C 0.667 3.636 4.169  -0.68
C 0.276 4.856 3.633  -0.36
C 0.005 4.964 2.276  -0.70
C 0.112 3.859 1.450  -0.13
C 0.376 -1.110 -2.593  0.57
C 0.043 -1.439 -3.901  -0.45
C 0.271 -2.725 -4.363  -0.38
C 0.836 -3.661 -3.512  -0.70
C 1.128 -3.274 -2.217  -0.27
N 0.906 -2.041 -1.767  -0.11
H -0.176 2.311 -2.396  0.31
H -1.143 1.241 -3.420  0.35
H 0.576 1.486 -3.774  0.35
H 1.090 1.573 3.744  0.39
H 0.889 3.547 5.224  0.41
H 0.183 5.724 4.273  0.40
H -0.289 5.918 1.860  0.40
H -0.099 3.948 0.393  0.42
H -0.387 -0.692 -4.552  0.35
H 0.018 -2.992 -5.380  0.44
H 1.054 -4.666 -3.842  0.40
H 1.568 -3.969 -1.513  0.52
S -2.648 -2.943 2.811  -0.08
C -2.150 -4.165 1.722  -0.21
C -1.080 -3.742 1.006  -0.62
N -0.658 -2.474 1.317  -0.21
C -1.392 -1.938 2.256  -0.08
H -2.655 -5.114 1.658  0.42
H -0.563 -4.315 0.253  0.39
H -1.224 -0.950 2.660  0.39

- ΔE to the lowest compared entry with this formula, charge and spin: 1.472 eV
- Multiplicity: 1
- Kohn-Sham gap (alpha / beta): 6.36 / 6.56 eV
- Highest occupied orbital energy (alpha / beta): -11.3 / -11.3 eV
- Total charge: +1



(2)
Entry from the Open Molecules 2025 dataset: a structure of composition C17H16AuN8OS (ωB97M-V/def2-TZVPD).

Last column: Mulliken spin population.
Element x y z (Å)
Au 0.909 -0.563 0.564  0.46
S -3.417 2.546 -4.924  0.01
N -3.427 2.867 -3.341  0.01
C -2.491 2.111 -2.797  -0.01
C -2.144 2.080 -1.377  0.04
C -2.745 2.856 -0.426  0.02
C -2.346 2.748 0.921  0.15
C -1.366 1.836 1.230  -0.05
N -0.757 1.059 0.325  0.16
C -1.109 1.173 -0.999  0.09
C -0.428 0.375 -1.935  0.25
N 0.594 -0.467 -1.496  0.32
C 1.248 -1.267 -2.379  0.00
C 0.955 -1.293 -3.704  0.12
C -0.079 -0.440 -4.192  0.13
C -0.749 0.367 -3.325  0.01
C -1.822 1.278 -3.735  -0.02
N -2.266 1.416 -4.970  -0.01
H -3.525 3.544 -0.727  0.00
H -2.793 3.351 1.696  0.01
H -1.045 1.710 2.259  0.00
H 2.034 -1.889 -1.969  0.02
H 1.509 -1.946 -4.361  0.01
H -0.342 -0.421 -5.241  0.00
C 5.049 -0.066 -0.655  0.01
O 3.652 -0.480 -0.419  -0.01
C 2.889 0.041 0.445  0.23
C 3.388 1.108 1.344  0.02
H 5.625 -0.258 0.244  0.00
H 5.073 0.981 -0.940  0.00
H 5.376 -0.693 -1.474  0.00
H 4.318 1.586 1.048  0.01
H 3.524 0.625 2.319  0.00
H 2.596 1.844 1.476  -0.01
N -2.122 -3.789 5.314  0.00
C -1.649 -2.983 4.362  0.00
N -2.468 -2.070 3.819  0.00
N -0.385 -3.143 4.008  0.00
C 0.149 -2.363 3.126  -0.01
N 0.719 -1.702 2.361  0.03
H -3.073 -3.748 5.633  0.00
H -1.496 -4.466 5.713  0.00
H -3.428 -1.981 4.099  0.00
H -2.137 -1.475 3.080  0.00

- ΔE to the lowest compared entry with this formula, charge and spin: 0.891 eV
- Multiplicity: 3
- Kohn-Sham gap (alpha / beta): 4.75 / 6.79 eV
- Highest occupied orbital energy (alpha / beta): -7.7 / -10.8 eV
- Total charge: +1
- Expectation value of S²: 2.0265



(3)
Entry from the Open Molecules 2025 dataset: a structure of composition C17H16BBrFeN9Se2Te2 (ωB97M-V/def2-TZVPD).

Last column: Mulliken spin population.
Element x y z (Å)
Fe -1.085 -1.504 0.133  3.12
C -2.477 0.035 3.785  0.00
C -2.513 -0.877 2.735  0.00
N -1.665 -0.505 1.781  0.01
N -1.066 0.640 2.181  0.02
C -1.544 0.971 3.393  0.02
B 0.007 1.294 1.253  -0.08
N 1.176 0.270 1.140  0.00
C 2.503 0.449 1.288  0.01
C 3.114 -0.787 1.260  0.00
C 2.067 -1.693 1.088  0.00
N 0.910 -1.047 1.006  0.08
N -0.675 1.478 -0.131  0.02
C -0.821 2.597 -0.862  0.00
C -1.534 2.284 -2.000  0.00
C -1.795 0.921 -1.886  0.00
N -1.283 0.447 -0.755  0.01
N 0.566 2.645 1.697  0.00
C 0.368 3.478 2.752  0.00
C 1.175 4.575 2.596  0.00
C 1.853 4.333 1.389  0.00
N 1.486 3.184 0.858  0.00
H -3.038 0.012 4.702  0.00
H -3.101 -1.772 2.627  0.00
H -1.209 1.835 3.930  0.00
H 2.929 1.429 1.387  0.00
H 4.163 -1.005 1.356  0.00
H 2.093 -2.772 1.061  0.00
H -0.400 3.534 -0.551  0.00
H -1.825 2.944 -2.797  0.00
H -2.347 0.291 -2.561  0.00
H -0.320 3.275 3.549  0.00
H 1.263 5.423 3.252  0.00
H 2.585 4.946 0.887  0.00
Se -1.535 -3.534 0.909  0.85
Te 0.697 -5.152 -1.768  0.02
Te 1.047 -0.986 -4.922  0.37
Se 1.871 0.100 -2.940  0.61
Br -3.221 -2.204 -2.085  0.02
C -1.404 -2.489 -2.574  -0.02
C -1.092 -2.873 -3.824  0.02
C 0.327 -3.039 -4.177  -0.02
C 1.180 -3.392 -3.016  -0.01
C 0.736 -2.882 -1.728  0.01
N -0.516 -2.296 -1.567  -0.06
H -1.856 -2.994 -4.576  0.00
H 0.482 -3.644 -5.065  0.01
H 2.248 -3.383 -3.194  -0.01
H 1.474 -2.560 -1.017  0.00

- ΔE to the lowest compared entry with this formula, charge and spin: 4.614 eV
- Multiplicity: 6
- Kohn-Sham gap (alpha / beta): 5.60 / 5.56 eV
- Highest occupied orbital energy (alpha / beta): -7.1 / -7.2 eV
- Total charge: 0
- Expectation value of S²: 8.9120



Across the entries above, largest force on an atom takes the values 3.040, 0.609, 1.420 eV/Å, respectively.